113
Properties=species:S:1:pos:R:3:forces:R:3 method="wB97M-V/def2-TZVPD" smiles="COC(=O)OC.O=C1CCCO1.O=C1CCCO1.O=C1CCCO1.C1CCOC1.C1CCOC1.C1CCOC1.C1CCOC1.C1CCOC1" homo_energy_ev=-9.4 e_lumo_ev=0.31 gap_ev=9.7
C 0.635 -1.878 -1.257 0.4 0.7 -0.1
O -0.464 -1.068 -0.844 -0.9 -0.8 0.4
C -0.325 0.246 -0.778 0.4 -0.3 -0.4
O 0.579 0.868 -1.268 0.5 0.6 0.2
O -1.366 0.715 -0.121 -0.9 -0.3 0.1
C -1.459 2.078 0.269 0.5 0.1 0.1
H 0.685 -1.892 -2.346 0.2 0.1 0.0
H 0.494 -2.890 -0.890 -0.3 0.1 0.2
H 1.527 -1.444 -0.806 0.0 -0.2 -0.3
H -0.785 2.702 -0.322 0.0 0.0 0.1
H -1.210 2.093 1.330 0.0 0.3 -0.1
H -2.486 2.414 0.154 0.0 -0.2 -0.1
C -3.490 0.144 2.710 -0.6 -0.9 -0.2
C -2.364 -0.826 3.086 0.4 1.5 -0.4
C -2.553 -1.917 2.060 0.7 -0.4 0.9
O -3.963 -2.081 2.042 0.1 -1.1 -0.5
C -4.580 -0.823 2.147 0.1 1.1 0.1
H -3.158 0.784 1.899 -0.1 0.4 0.3
H -3.872 0.679 3.577 0.1 0.4 -0.2
H -2.481 -1.121 4.128 0.1 -0.5 -0.1
H -1.411 -0.302 2.977 0.1 -0.3 0.1
H -2.018 -2.816 2.384 -0.7 -0.3 0.2
H -2.080 -1.726 1.090 -0.5 0.6 -0.1
H -5.463 -0.879 2.788 0.2 -0.3 0.1
H -4.946 -0.463 1.175 0.2 -0.2 -0.1
C -2.920 -4.031 -1.106 -0.3 0.1 0.6
C -3.574 -5.081 -1.998 0.3 -1.0 -0.6
C -4.805 -4.384 -2.537 -0.3 -0.3 0.0
O -4.456 -3.022 -2.584 0.5 0.7 -0.3
C -3.731 -2.746 -1.359 -1.0 -0.5 -0.5
H -1.875 -3.946 -1.394 0.1 0.3 0.3
H -3.024 -4.278 -0.047 0.3 -0.1 0.0
H -3.750 -6.065 -1.553 -0.4 0.3 0.5
H -2.918 -5.377 -2.823 0.1 0.5 -0.1
H -5.679 -4.559 -1.891 0.1 0.2 0.2
H -5.100 -4.725 -3.529 0.1 0.2 -0.1
H -4.536 -2.558 -0.641 0.4 -0.3 0.6
H -3.145 -1.831 -1.401 0.1 -0.1 -0.5
C -1.501 3.429 -6.071 0.8 0.3 -0.8
C -1.523 3.963 -4.653 0.5 0.2 -0.1
C -0.334 3.248 -4.008 -1.4 -0.5 0.2
O 0.544 2.892 -5.058 0.7 0.3 0.1
C 0.004 3.233 -6.343 -0.9 -0.3 0.9
H -1.918 4.137 -6.790 -0.2 -0.2 0.0
H -1.953 2.445 -6.178 -0.4 0.2 0.2
H -2.488 3.797 -4.182 0.1 0.1 0.3
H -1.254 5.022 -4.620 -0.5 0.1 -0.3
H -0.714 2.346 -3.516 0.4 -0.2 0.0
H 0.099 3.885 -3.234 0.5 -0.1 -0.2
H 0.142 2.359 -6.975 0.3 0.2 -0.3
H 0.464 4.136 -6.749 0.2 -0.1 0.0
C -2.242 5.842 3.486 0.8 1.1 -1.1
C -2.196 5.009 4.715 0.4 0.0 0.7
C -2.122 3.606 4.144 -0.2 -0.4 -0.4
O -2.850 3.641 2.899 -0.4 -0.1 0.0
C -3.075 4.987 2.503 1.0 1.0 0.9
H -1.225 6.035 3.113 -0.1 -0.6 -0.2
H -2.573 6.877 3.608 -0.6 -0.3 0.2
H -3.101 5.243 5.283 0.0 -0.7 0.2
H -1.324 5.212 5.339 -0.1 0.1 0.1
H -2.510 2.846 4.826 -0.4 0.0 -0.3
H -1.122 3.258 3.857 0.3 0.4 0.4
H -4.127 5.260 2.602 -0.1 -0.2 -0.3
H -2.661 5.221 1.522 -0.5 -0.5 -0.4
C 4.365 -2.090 -0.972 -0.4 0.2 -0.3
C 4.840 -3.077 -2.013 0.6 -1.1 -0.7
C 4.952 -4.399 -1.248 0.4 0.2 0.9
O 5.400 -3.949 0.046 -0.2 0.0 0.4
C 4.614 -2.830 0.382 -0.2 1.4 -1.1
H 3.314 -1.846 -1.141 0.1 -0.1 0.2
H 4.905 -1.150 -1.108 0.1 0.0 0.4
H 5.873 -2.915 -2.331 -0.1 0.6 0.0
H 4.244 -3.103 -2.926 -0.2 -0.1 0.1
H 5.777 -5.033 -1.569 -0.3 -0.1 -0.4
H 4.035 -4.984 -1.126 -0.1 0.1 -0.2
H 5.133 -2.092 0.996 0.4 -0.7 0.5
H 3.652 -3.077 0.836 0.0 -0.3 0.1
O 2.696 -6.667 0.565 0.4 0.3 -0.1
C 1.724 -6.185 1.059 -0.8 -0.9 -0.6
O 1.421 -4.868 0.997 0.2 1.0 0.1
C 0.333 -4.521 1.878 -0.4 -0.7 0.7
C 0.111 -5.800 2.683 -0.9 -0.6 0.2
C 0.580 -6.907 1.737 0.1 0.6 0.6
H -0.573 -4.211 1.354 0.3 -0.2 -0.6
H 0.573 -3.714 2.569 0.6 0.2 -0.5
H -0.937 -5.984 2.925 0.0 0.4 0.2
H 0.682 -5.743 3.610 0.1 -0.3 0.0
H -0.221 -7.112 1.024 0.2 0.1 -0.3
H 0.859 -7.852 2.190 0.2 0.1 0.1
O 1.459 -1.283 2.258 -0.2 -0.4 0.2
C 1.848 -0.160 2.390 0.3 -0.5 -0.6
O 1.071 0.803 2.916 -0.1 0.2 0.2
C 1.589 2.097 2.590 0.1 0.7 0.1
C 2.789 1.865 1.676 0.7 0.1 -0.6
C 3.185 0.398 1.941 -1.4 0.8 0.4
H 1.830 2.680 3.482 0.0 -0.4 0.2
H 0.782 2.629 2.084 0.1 0.0 0.0
H 3.656 2.505 1.836 -0.3 0.3 0.3
H 2.466 2.083 0.657 0.1 -0.5 -0.1
H 3.815 0.394 2.832 0.4 -0.3 -0.2
H 3.552 -0.183 1.106 0.3 0.1 0.1
O 5.334 4.362 0.305 -0.1 -0.1 0.1
C 4.405 4.256 -0.443 0.3 0.1 0.3
O 3.182 4.729 -0.132 -0.6 0.1 0.6
C 2.232 4.541 -1.195 0.4 -0.2 -0.3
C 3.136 4.274 -2.403 -1.1 0.6 -1.4
C 4.372 3.637 -1.806 -0.4 0.3 0.0
H 1.667 5.466 -1.292 0.0 0.0 0.0
H 1.534 3.731 -0.968 0.2 -0.1 0.2
H 3.221 5.248 -2.898 1.0 0.1 0.3
H 2.679 3.719 -3.227 -0.2 -0.5 0.5
H 5.325 3.815 -2.292 -0.1 -0.2 -0.2
H 4.146 2.576 -1.671 0.4 -0.1 -0.1


86
Properties=species:S:1:pos:R:3:forces:R:3 method="wB97M-V/def2-TZVPD" homo_energy_ev="-8.0 / -8.0" e_lumo_ev="-1.00 / -1.00" e_above_lowest_kcal_mol=0.00 gap_ev="7.0 / 7.0"
Re 0.035 -0.267 1.966 0.5 -0.5 -0.2
Cl 0.118 0.181 5.363 0.0 0.1 -0.1
C 0.232 1.649 4.437 0.0 -0.1 0.1
C 0.061 1.640 3.039 -0.1 -0.1 0.0
C 0.005 2.929 2.479 0.0 0.0 0.1
Cl -0.389 3.148 0.809 -0.1 0.1 0.0
C 0.242 4.104 3.194 0.0 0.1 -0.1
Cl 0.235 5.642 2.409 0.0 -0.1 0.0
C 0.501 4.039 4.555 0.0 0.0 0.0
Cl 0.830 5.467 5.451 0.0 0.0 0.0
C 0.467 2.803 5.185 0.0 -0.1 0.2
Cl 0.711 2.725 6.893 0.0 0.0 -0.1
I 2.342 -2.628 1.839 -0.2 0.1 0.0
C 1.900 -0.761 2.853 -0.1 0.5 0.2
H 2.769 -0.142 2.634 0.0 0.0 0.0
H 1.913 -1.029 3.906 0.0 0.0 0.0
C 3.711 5.082 -3.469 0.0 0.0 0.0
C 2.999 3.969 -2.753 0.0 0.0 -0.1
C 2.123 3.127 -3.422 0.0 0.0 0.0
C 1.440 2.098 -2.782 0.0 0.0 0.0
C 0.566 1.208 -3.630 0.0 0.0 0.1
C 1.644 1.938 -1.404 0.0 0.0 0.0
Te 0.597 0.399 -0.372 0.3 0.2 -0.3
N -1.232 0.773 -1.024 0.0 0.0 0.1
C -2.080 0.732 -0.025 -0.2 0.0 0.0
O -1.857 0.445 1.212 0.1 0.0 0.1
C -3.504 1.058 -0.351 0.0 0.0 0.0
C -3.865 1.470 -1.632 0.0 0.0 0.0
C -5.186 1.778 -1.917 0.0 0.0 0.0
C -6.154 1.673 -0.927 0.0 0.0 0.0
C -5.798 1.260 0.350 0.0 0.0 0.0
C -4.477 0.956 0.639 0.0 0.0 0.0
C 1.292 -1.177 -1.596 -0.1 -0.1 0.0
C 0.421 -2.078 -2.225 0.0 0.1 0.0
C -1.076 -2.068 -2.057 0.1 -0.1 0.1
C 0.986 -3.052 -3.040 0.0 0.0 0.0
C 2.358 -3.168 -3.219 0.0 -0.1 0.0
C 2.936 -4.258 -4.080 0.0 0.0 0.0
C 3.186 -2.291 -2.540 0.0 0.0 0.0
C 2.680 -1.294 -1.713 0.1 -0.1 0.0
C 3.667 -0.423 -0.979 0.0 0.0 0.0
C 2.542 2.751 -0.703 0.0 0.0 0.0
C 2.884 2.604 0.758 0.0 0.0 0.0
C 3.202 3.756 -1.399 0.0 0.0 0.0
H 3.499 5.066 -4.537 0.0 0.0 0.0
H 4.791 5.004 -3.333 0.0 0.0 0.0
H 3.402 6.052 -3.076 0.0 0.0 0.0
H 1.963 3.267 -4.486 0.0 0.0 0.0
H 0.327 1.713 -4.565 0.0 0.0 0.0
H -0.366 0.955 -3.129 0.0 0.0 0.0
H 1.087 0.281 -3.878 0.0 0.0 0.0
H -3.101 1.549 -2.393 0.0 0.0 0.0
H -5.460 2.103 -2.912 0.0 0.0 0.0
H -7.185 1.914 -1.150 0.0 0.0 0.0
H -6.550 1.177 1.123 0.0 0.0 0.0
H -4.182 0.640 1.630 0.0 0.0 0.0
H -1.343 -2.045 -1.000 0.0 0.0 0.0
H -1.498 -2.974 -2.492 0.0 0.0 0.0
H -1.539 -1.206 -2.534 0.0 0.0 0.0
H 0.325 -3.752 -3.541 0.0 0.0 0.0
H 2.242 -4.549 -4.868 0.0 0.0 0.0
H 3.148 -5.144 -3.479 0.0 0.0 0.0
H 3.871 -3.941 -4.541 0.0 0.0 0.0
H 4.262 -2.393 -2.638 0.0 0.0 0.0
H 4.589 -0.976 -0.808 0.0 0.0 0.0
H 3.306 -0.115 0.006 0.0 0.0 0.0
H 3.904 0.475 -1.552 0.0 0.0 0.0
H 2.311 1.838 1.276 0.0 0.0 0.0
H 2.710 3.547 1.278 0.0 0.0 0.0
H 3.943 2.362 0.866 0.0 0.0 0.0
H 3.893 4.392 -0.854 0.0 0.0 0.0
O -2.565 -3.072 4.950 0.0 -0.1 -0.1
C -2.697 -3.858 3.868 0.0 0.1 0.1
C -3.424 -5.039 4.015 0.0 -0.1 0.0
C -3.596 -5.883 2.939 0.0 0.0 0.0
C -3.053 -5.582 1.687 0.0 0.1 0.1
C -2.333 -4.418 1.537 0.0 0.0 0.0
C -2.146 -3.547 2.617 0.0 0.0 -0.1
C -1.375 -2.329 2.425 0.0 0.1 -0.1
O -0.870 -2.016 1.283 -0.3 -0.1 0.0
O -1.137 -1.511 3.361 -0.1 0.0 0.1
H -2.035 -2.289 4.705 0.0 0.0 0.0
H -3.841 -5.266 4.986 0.0 0.0 0.0
H -4.164 -6.796 3.071 0.0 0.0 0.0
H -3.193 -6.250 0.850 0.0 0.0 0.0
H -1.894 -4.154 0.584 0.0 0.0 0.0


36
Properties=species:S:1:pos:R:3:forces:R:3 method="wB97M-V/def2-TZVPD" homo_energy_ev=-3.7 e_lumo_ev=2.30 total_charge=-1 gap_ev=6.0
C 3.380 -1.005 0.313 -1.1 0.3 -0.3
C 2.114 0.044 0.622 0.8 -0.2 -0.5
C 0.965 -0.310 -0.498 0.2 -0.3 0.6
C -0.555 0.158 -0.102 -0.7 0.0 -0.8
C -1.297 -0.830 1.009 -2.5 -2.0 4.2
O -1.632 -2.078 0.674 1.9 5.5 0.6
O -1.638 -0.318 2.356 2.1 -1.8 -6.8
H 3.058 -2.031 0.801 1.0 2.0 -0.9
H 4.410 -0.596 0.692 -2.0 -0.9 -0.5
H 3.432 -1.156 -0.857 0.0 0.3 2.6
H 2.521 1.135 0.454 -1.0 -2.0 0.4
H 1.748 -0.052 1.742 0.6 0.1 -2.4
H 1.352 0.163 -1.523 -1.1 -1.0 2.2
H 0.969 -1.494 -0.612 -0.2 2.6 0.1
H -0.640 1.307 0.184 0.4 -2.5 -0.2
H -1.207 0.045 -1.096 1.3 0.1 2.1
C -2.264 3.236 4.778 -0.1 0.3 0.1
S -2.398 2.679 3.062 0.4 -0.5 -0.4
O -1.538 3.582 2.227 -0.5 0.0 0.5
C -4.116 3.198 2.832 -0.1 0.3 0.0
H -1.246 3.045 5.127 -0.1 -0.1 -0.2
H -2.473 4.307 4.842 0.0 0.0 0.0
H -2.969 2.678 5.399 0.1 0.0 -0.1
H -4.210 4.271 3.017 0.0 0.0 0.0
H -4.760 2.641 3.517 0.1 0.0 -0.1
H -4.409 2.980 1.803 0.2 -0.1 0.1
C 1.203 -3.834 -3.621 -0.1 0.0 0.1
S 2.388 -2.517 -3.987 0.0 0.2 0.5
O 2.750 -1.862 -2.687 -0.2 -0.5 -1.1
C 1.208 -1.435 -4.830 -0.1 0.1 0.0
H 1.716 -4.615 -3.055 0.0 0.2 -0.1
H 0.377 -3.440 -3.025 0.1 0.0 0.0
H 0.826 -4.255 -4.556 0.1 0.1 0.0
H 0.381 -1.189 -4.160 0.1 -0.1 0.0
H 0.830 -1.934 -5.725 0.1 0.0 0.1
H 1.724 -0.517 -5.120 0.0 -0.2 0.1


9
Properties=species:S:1:pos:R:3:forces:R:3 method="wB97M-V/def2-TZVPD" homo_energy_ev=-10.2 e_lumo_ev=-0.82 e_above_lowest_kcal_mol=49.04 gap_ev=9.4
C -0.932 -0.238 -0.025 -0.9 -0.9 1.3
C 1.092 0.862 0.004 2.7 -2.9 1.0
H -2.594 0.442 -0.012 -1.3 2.2 0.1
H 1.814 1.640 -0.112 -0.2 1.0 0.0
N -2.222 -0.437 0.180 5.5 -1.0 -1.1
N -0.139 0.919 -0.098 -3.1 1.0 -0.8
N 1.881 -0.388 0.224 -2.5 0.0 -1.3
N 1.197 -1.428 -0.033 3.3 1.2 1.3
O -0.097 -1.371 -0.128 -3.6 -0.7 -0.5


90
Properties=species:S:1:pos:R:3:forces:R:3 method="wB97M-V/def2-TZVPD" smiles="O=C1OCCO1.O=C1OCCO1.O=C1OCCO1.O=C1OCCO1.O=C1OCCO1.O=C1OCCO1.O=C1OCCO1.O=C1OCCO1.O=C1OCCO1" homo_energy_ev=-10.8 e_lumo_ev=0.24 e_above_lowest_kcal_mol=9.32 gap_ev=11.0
C -15.240 2.220 -16.399 -1.0 0.0 0.1
C -15.763 0.885 -15.831 0.5 0.4 0.6
O -14.966 0.713 -14.629 0.2 -0.1 -0.5
C -14.000 1.649 -14.592 -0.7 0.3 0.0
O -13.098 1.640 -13.820 0.6 0.0 0.2
O -14.236 2.636 -15.478 0.4 -0.4 -0.4
H -16.036 2.963 -16.384 0.1 0.1 -0.1
H -14.879 2.119 -17.420 0.4 0.1 0.1
H -15.553 0.033 -16.470 -0.3 0.0 0.0
H -16.789 0.981 -15.491 -0.1 -0.3 -0.3
C -9.431 1.586 -13.868 -0.4 -0.5 1.1
C -8.158 0.888 -13.413 0.7 -0.4 -0.2
O -7.206 1.965 -13.298 -0.2 0.2 0.2
C -7.893 3.120 -13.143 0.0 -0.5 -0.3
O -7.428 4.182 -12.899 0.2 0.2 0.2
O -9.208 2.887 -13.332 -0.4 0.6 -0.5
H -10.318 1.210 -13.356 0.1 -0.1 0.0
H -9.660 1.560 -14.934 0.4 0.5 -0.1
H -7.697 0.177 -14.094 -0.3 0.0 -0.2
H -8.260 0.406 -12.441 -0.2 0.1 0.1
C -11.402 -1.218 -14.618 -0.8 -0.4 0.0
C -12.189 -2.339 -13.925 0.8 0.4 0.0
O -13.388 -2.381 -14.704 -0.2 -0.6 0.1
C -13.182 -1.817 -15.905 0.8 0.6 0.1
O -13.970 -1.745 -16.789 -0.4 -0.2 -0.1
O -11.934 -1.282 -15.960 -0.4 0.1 0.2
H -10.341 -1.406 -14.729 0.1 0.2 0.4
H -11.683 -0.278 -14.141 0.4 0.2 -0.3
H -12.458 -2.114 -12.898 0.1 0.1 0.0
H -11.586 -3.249 -13.968 -0.6 -0.4 -0.1
C -15.719 -3.938 -12.588 -1.8 0.8 0.6
C -15.802 -2.826 -11.519 -0.1 -0.4 -0.4
O -15.024 -3.344 -10.447 0.0 0.1 0.2
C -14.694 -4.632 -10.680 0.3 0.1 -0.4
O -14.084 -5.310 -9.922 -0.1 -0.1 0.1
O -15.109 -5.027 -11.908 0.7 0.3 -0.2
H -15.287 -3.494 -13.483 0.8 -1.0 -0.1
H -16.737 -4.258 -12.815 0.1 0.0 -0.3
H -16.829 -2.672 -11.192 0.1 0.2 0.2
H -15.368 -1.899 -11.885 -0.1 -0.1 0.1
C -17.201 1.655 -5.562 1.0 0.8 0.7
C -15.749 1.252 -5.874 -0.4 0.0 0.8
O -15.594 1.608 -7.235 0.0 0.2 -0.2
C -16.801 1.945 -7.774 0.6 -0.6 0.2
O -16.949 2.180 -8.925 -0.2 0.1 -0.3
O -17.764 1.909 -6.840 -0.6 -0.4 -0.1
H -17.209 2.609 -5.031 0.0 0.0 0.0
H -17.698 0.941 -4.911 -0.5 -0.3 -0.7
H -15.563 0.190 -5.723 0.0 0.0 -0.2
H -15.088 1.822 -5.221 0.3 0.0 -0.3
C -8.570 -1.671 -7.374 0.2 0.0 -0.2
C -8.752 -2.225 -8.799 0.8 0.5 0.3
O -10.130 -2.057 -9.056 -0.3 -0.4 0.1
C -10.742 -1.487 -7.999 0.2 0.1 -0.3
O -11.901 -1.214 -7.981 -0.3 0.0 0.1
O -9.878 -1.241 -7.002 -0.1 -0.1 0.0
H -7.898 -0.814 -7.369 -0.1 0.0 0.1
H -8.216 -2.421 -6.669 -0.1 0.0 0.1
H -8.417 -3.257 -8.869 -0.4 -0.1 -0.1
H -8.180 -1.619 -9.500 -0.1 -0.1 -0.2
C -13.552 0.896 -9.699 -0.6 -1.2 -0.3
C -13.628 0.172 -11.032 -1.1 1.2 -0.3
O -12.291 -0.264 -11.220 0.2 -0.4 -0.1
C -11.478 0.535 -10.480 -0.7 0.1 -0.9
O -10.293 0.531 -10.610 0.4 0.1 0.4
O -12.206 1.361 -9.723 0.7 0.4 0.3
H -13.603 0.177 -8.881 -0.3 0.3 0.2
H -14.307 1.674 -9.655 0.3 0.3 0.3
H -13.920 0.885 -11.813 0.5 0.0 0.0
H -14.395 -0.597 -11.110 0.7 -0.4 0.5
C -15.512 -2.243 -7.156 1.1 0.4 -0.7
C -14.600 -3.440 -6.904 0.2 -0.2 0.7
O -15.202 -4.037 -5.738 -0.2 -0.6 -0.2
C -16.042 -3.178 -5.149 0.4 0.0 -0.2
O -16.533 -3.329 -4.080 -0.3 0.1 0.1
O -16.220 -2.088 -5.942 -0.4 0.1 0.3
H -16.184 -2.307 -8.011 -0.2 -0.4 0.2
H -14.880 -1.369 -7.336 -0.2 0.1 0.1
H -13.603 -3.161 -6.559 0.0 0.4 -0.4
H -14.481 -4.173 -7.697 -0.4 0.0 -0.1
C -11.354 4.992 -9.886 0.7 -0.2 -0.3
C -11.471 4.593 -11.343 -0.7 0.0 0.5
O -12.769 3.964 -11.341 -0.2 -0.2 0.2
C -13.507 4.492 -10.325 0.7 0.5 -1.2
O -14.685 4.398 -10.248 -0.2 -0.2 0.5
O -12.704 5.238 -9.532 -0.5 0.0 0.6
H -10.750 5.884 -9.739 -0.2 0.1 0.1
H -10.945 4.172 -9.289 -0.1 0.0 0.1
H -10.720 3.881 -11.662 0.0 0.1 -0.3
H -11.575 5.478 -11.972 0.4 -0.1 -0.2